No. 1
This record from the OMol25 dataset describes a 11-piece molecular cluster, C42H116N10O11 overall. The level of theory is wB97M-V/def2-TZVPD.

Calculated values
* orbital gap: 9.0061 eV
* multiplicity: 1
* lowest unoccupied orbital energy: 0.01588 Eh
* energy relative to the best compared isomer or geometry (same formula, charge and spin): 84.8 kcal/mol

Structure (XYZ):
```
179
Properties=species:S:1:pos:R:3:forces:R:3:mulliken_charge:R:1
C 9.3227 10.3662 -11.3817 -0.273 1.023 -0.260 -1.796
C 9.1760 8.8854 -11.1124 -0.059 0.475 0.770 1.128
C 8.5057 8.6300 -9.7323 -0.232 -0.655 1.112 -0.499
O 9.0909 9.2813 -8.6259 1.799 1.422 0.166 -0.518
C 8.5338 8.9881 -7.3444 0.143 -0.595 -1.032 0.998
N 8.3647 8.2129 -12.1496 -0.378 0.303 0.168 -0.636
H 8.4039 10.9247 -11.1865 -0.229 -0.169 -0.033 0.348
H 9.5565 10.5167 -12.4374 0.086 -0.002 -0.047 0.491
H 10.0835 10.9056 -10.8163 0.164 -0.430 0.215 0.332
H 10.1972 8.5009 -11.1383 -0.128 -0.556 0.144 -0.191
H 8.5422 7.5924 -9.3896 -0.254 -0.460 -0.996 -0.164
H 7.4608 8.9576 -9.7017 -0.304 -0.179 -0.759 0.495
H 9.2539 9.1798 -6.5495 0.150 0.481 -0.258 -1.294
H 8.3794 7.9071 -7.2873 -0.583 -0.051 0.045 -0.153
H 7.6132 9.5585 -7.2241 -0.109 -0.249 0.290 0.509
H 7.4245 8.5935 -12.0849 -0.327 -0.274 0.488 0.263
H 8.5836 8.5779 -13.0713 0.780 -0.046 -0.040 0.317
C 4.7107 5.8410 -6.7623 -0.766 -1.486 0.504 -1.369
C 4.9270 7.0334 -5.8822 0.674 0.946 1.136 0.252
C 6.1997 6.9229 -5.0090 0.807 -0.438 -0.900 0.807
O 6.3810 8.0706 -4.1979 -0.565 -0.554 -0.149 -0.566
C 7.6854 8.2698 -3.6644 -0.723 0.647 0.345 -0.156
N 5.1541 8.2321 -6.6346 0.540 1.210 -1.021 -0.389
H 5.5405 5.5461 -7.4025 0.083 0.337 0.051 0.000
H 3.7854 5.8302 -7.3419 0.136 0.812 -0.364 0.460
H 4.4688 4.9810 -6.1296 0.490 -0.143 0.281 0.403
H 4.1224 7.1740 -5.1521 -0.438 -0.343 -0.111 0.229
H 7.0507 6.9056 -5.6995 0.040 -0.193 -0.314 -0.754
H 6.2705 5.9812 -4.4591 -0.331 0.095 0.403 0.279
H 8.3522 7.4080 -3.6239 -0.351 -0.286 -0.148 -0.012
H 7.4560 8.6034 -2.6513 0.571 0.033 0.164 0.224
H 8.1685 9.0888 -4.2018 0.185 -0.050 -0.086 0.145
H 5.4421 8.9987 -6.0423 -0.010 -0.092 0.144 0.216
H 4.4663 8.5893 -7.2813 -0.411 -0.522 0.178 0.219
C 10.4596 3.5072 -14.4399 0.260 -0.002 1.011 -1.518
C 9.9943 4.5087 -13.3736 -0.538 0.269 0.453 1.393
C 10.9026 4.7507 -12.1598 -1.295 0.720 -1.281 -0.246
O 10.9971 3.6559 -11.3013 1.943 0.816 0.661 -0.612
C 11.8577 4.0321 -10.2090 -0.552 -1.169 1.114 -0.645
N 9.8057 5.8346 -13.9458 -0.285 0.762 -1.421 -0.759
H 9.8598 3.5764 -15.3464 -0.021 -0.009 0.041 0.414
H 10.3728 2.5084 -14.0090 -0.156 -0.109 -0.172 0.313
H 11.5171 3.6145 -14.6845 -0.028 0.329 -0.125 0.315
H 9.0141 4.2159 -12.9902 0.122 -0.680 0.132 -0.493
H 10.3885 5.5599 -11.6292 0.115 0.219 0.226 -0.212
H 11.8264 5.1861 -12.5509 0.496 -0.450 0.300 0.479
H 12.9324 3.9673 -10.3826 -0.060 0.107 -0.677 0.328
H 11.6532 3.3351 -9.3934 -0.019 -0.294 -0.152 0.436
H 11.6246 4.9894 -9.7391 -0.212 0.368 -0.687 0.079
H 9.1116 5.7478 -14.6814 0.349 -0.222 -0.540 0.322
H 9.3038 6.5062 -13.3745 0.343 -0.323 0.995 0.262
C 2.8652 -2.2393 -5.1588 0.486 -1.219 -0.874 -1.307
C 3.6091 -1.1808 -4.3872 0.253 -0.443 -0.476 0.519
C 4.1460 -0.1906 -5.3855 -0.116 0.881 -0.856 -0.593
O 5.0701 -0.7730 -6.2707 0.491 0.647 0.176 -0.392
C 5.6498 0.2187 -7.1486 0.182 -1.136 1.101 -0.410
N 2.7174 -0.6061 -3.4169 -0.408 0.922 1.268 -0.668
H 1.9926 -1.7960 -5.6389 -0.046 0.018 0.081 0.307
H 2.5618 -3.1521 -4.6449 -0.147 0.393 0.634 0.349
H 3.5176 -2.6378 -5.9395 -0.017 0.229 -0.244 0.313
H 4.5073 -1.5396 -3.8787 -0.092 -0.513 -0.017 0.227
H 4.5895 0.6660 -4.8656 0.130 0.118 0.120 0.205
H 3.3820 0.1863 -6.0758 -0.678 0.303 0.559 0.313
H 6.2806 0.9303 -6.6088 0.287 -0.236 0.270 0.058
H 4.9194 0.8717 -7.6304 -0.292 -0.571 -0.516 0.318
H 6.2488 -0.4638 -7.7474 0.063 0.869 -0.793 0.317
H 2.5311 0.3833 -3.5261 -0.025 0.033 -0.463 0.243
H 3.1000 -0.6632 -2.4825 -0.019 -0.232 0.035 0.266
C 8.0712 2.6890 -8.6996 -0.088 1.378 0.002 -1.158
C 7.7412 2.4839 -10.1751 -0.879 1.124 1.106 0.252
C 7.3827 3.8330 -10.8776 -0.798 0.380 0.884 -0.314
O 6.1961 4.5810 -10.4847 -0.174 -0.857 1.118 -0.499
C 6.4380 5.8881 -9.9425 0.129 -0.414 -1.572 -0.435
N 8.8746 1.8960 -10.8508 -0.499 -0.169 -0.154 -0.704
H 7.2006 3.0517 -8.1482 -0.378 -0.805 0.109 0.266
H 8.6758 3.5892 -8.5408 0.724 -0.146 -0.362 0.016
H 8.5962 1.8537 -8.2399 -0.333 -0.120 0.007 0.503
H 6.8308 1.8807 -10.1957 0.212 -0.475 -0.381 0.496
H 7.1853 3.5523 -11.9126 0.480 0.417 -0.264 0.356
H 8.2160 4.5084 -10.6703 0.393 -0.063 -0.765 0.083
H 5.5127 6.4132 -9.7080 -0.258 -0.550 0.138 0.342
H 6.8490 6.4216 -10.8027 0.571 0.541 0.459 0.461
H 7.0854 5.9114 -9.0648 0.151 -0.164 -0.048 -0.071
H 8.6037 1.7418 -11.8154 0.227 -0.180 -0.166 0.337
H 9.6132 2.5989 -10.8728 -0.032 -0.345 -0.079 0.322
C 7.9256 3.2694 -5.2510 -0.978 0.331 -0.183 -0.302
C 8.9000 3.8851 -4.2880 0.636 -0.525 -0.916 -0.118
C 9.7830 4.9914 -4.9524 -0.232 -0.217 0.298 0.497
O 10.4214 4.6307 -6.1740 0.000 -0.681 0.043 -0.538
C 10.9577 5.7566 -6.8578 -0.407 0.404 0.784 0.431
N 8.1921 4.4740 -3.1497 0.811 0.165 -0.145 0.337
H 7.2504 4.0356 -5.6403 0.036 -0.012 -0.356 -0.331
H 7.2794 2.5814 -4.7011 -0.009 -0.126 0.038 -0.132
H 8.3997 2.7039 -6.0505 0.077 0.255 -0.024 0.198
H 9.4797 2.9933 -4.0233 0.752 0.336 0.466 0.314
H 10.5566 5.3376 -4.2600 0.040 -0.038 0.300 0.208
H 9.0889 5.8304 -5.0635 -0.008 0.180 -0.451 -0.499
H 11.6308 6.3507 -6.2362 -0.310 0.118 0.380 -0.286
H 10.0972 6.3582 -7.1582 0.266 0.436 -0.225 0.148
H 11.5984 5.5532 -7.7147 -0.432 -0.836 -0.071 -0.161
H 8.9221 4.6500 -2.4666 -0.102 0.357 0.292 0.174
H 7.6085 3.7754 -2.6874 0.079 0.143 -0.342 0.186
C 14.2554 8.5118 -6.8507 0.371 0.538 -0.406 -1.419
C 13.2507 8.8718 -7.9566 -0.320 -0.538 1.626 0.775
C 13.3805 7.9406 -9.1981 1.120 0.711 0.232 -0.003
O 14.5636 8.1994 -9.9886 -0.739 0.177 0.702 -0.506
C 14.5102 9.4390 -10.6561 0.458 -0.001 -0.277 -0.623
N 11.9561 8.6945 -7.2959 -0.273 -0.964 -0.817 0.700
H 15.2659 8.4809 -7.2594 0.070 -0.196 0.162 0.464
H 13.9927 7.5941 -6.3240 0.033 -0.251 -0.372 0.029
H 14.2277 9.2966 -6.0917 0.081 0.112 0.002 0.343
H 13.3474 9.9514 -8.0954 0.549 -0.080 -1.131 0.495
H 12.4848 7.9814 -9.8235 -0.105 0.151 -0.114 -0.084
H 13.5467 6.9073 -8.8934 -0.340 0.027 0.356 0.038
H 13.4942 9.5918 -11.0254 0.072 0.290 -0.301 0.224
H 15.2539 9.4056 -11.4535 -0.341 -0.238 -0.330 0.285
H 14.8423 10.3064 -10.0793 -0.358 -0.092 0.562 0.252
H 11.9208 9.0917 -6.3682 -0.158 0.206 -0.110 -0.631
H 11.1678 8.9389 -7.8795 -0.170 0.314 0.157 -0.173
C 9.2400 11.8559 -4.9039 -0.570 -0.050 0.793 -0.674
C 10.7108 12.1649 -4.6236 -0.821 -0.111 -1.608 0.258
C 11.2946 11.0449 -3.7874 0.098 0.325 1.456 -1.061
O 11.0739 9.7782 -4.3861 0.330 0.244 -0.954 0.333
C 11.4879 8.6251 -3.6839 0.065 0.034 0.553 -0.180
N 11.4875 12.2439 -5.8801 0.471 -0.089 1.033 -0.698
H 8.6436 12.6672 -5.3236 0.494 0.088 -0.600 0.422
H 8.7027 11.6940 -3.9647 0.126 -0.356 0.184 0.282
H 9.1827 10.9435 -5.4924 -0.258 0.195 -0.114 -0.131
H 10.7421 13.1419 -4.1403 0.446 -0.207 0.445 0.350
H 10.8413 11.0519 -2.7910 -0.388 0.000 0.045 0.470
H 12.3369 11.2944 -3.5677 0.394 -0.514 -0.479 0.331
H 10.7484 8.3530 -2.9266 -0.007 0.070 0.186 -0.006
H 12.4609 8.7447 -3.2024 0.047 0.207 0.061 0.460
H 11.5831 7.7674 -4.3500 -0.158 0.259 -0.355 -0.335
H 11.6102 11.2899 -6.1923 -0.091 0.135 -0.602 0.106
H 11.0720 12.8346 -6.5847 -0.200 -0.231 -0.044 0.282
C 6.6885 6.6972 -0.5707 -0.505 1.038 0.623 -0.872
C 7.8425 7.2088 0.3183 -0.138 -1.825 -0.654 1.237
C 7.4016 8.1482 1.4546 1.684 1.111 -0.889 -1.037
O 6.7985 9.3241 0.9006 -1.141 0.050 0.632 -0.380
C 7.6427 10.3915 0.4789 0.415 -1.545 -0.034 -0.447
N 8.5980 6.0628 0.8609 -0.411 0.315 1.237 -0.746
H 5.9601 6.0593 -0.0636 0.300 -0.139 0.521 0.225
H 7.0229 6.1316 -1.4397 0.128 0.385 -0.174 0.014
H 6.0961 7.5870 -0.7968 -0.035 -0.109 -0.773 0.478
H 8.5040 7.7847 -0.3316 0.105 0.106 0.054 -0.347
H 8.3293 8.4802 1.9305 0.167 -0.190 0.209 0.412
H 6.8206 7.7137 2.2674 -0.591 -0.064 -0.448 0.324
H 7.0655 11.3029 0.3429 -0.136 -0.173 0.085 0.257
H 8.0970 10.0713 -0.4624 0.126 0.461 -0.253 0.050
H 8.4617 10.5404 1.1866 -0.048 0.207 0.182 0.327
H 9.1359 5.4511 0.2630 0.011 0.651 -0.694 0.302
H 7.9051 5.4173 1.2205 0.101 -0.132 0.296 0.208
C 5.6714 3.2715 1.8762 -1.300 -0.792 0.631 -1.490
C 6.5534 2.5055 0.9154 -0.121 -0.190 -0.905 0.375
C 6.0848 2.7783 -0.5334 -0.371 0.848 0.353 -0.681
O 6.9981 2.5062 -1.5836 -1.027 0.373 0.261 -0.325
C 7.2059 1.1729 -2.0010 0.472 0.272 0.621 -0.981
N 7.8988 2.9926 1.0793 1.270 -0.150 -0.614 -0.432
H 4.6452 2.8941 1.9071 -0.087 -0.151 -0.393 0.409
H 5.5683 4.3318 1.6477 0.469 0.014 -0.101 0.238
H 5.9609 3.1378 2.9194 0.501 0.200 -0.080 0.388
H 6.5083 1.4136 0.9835 -0.267 -0.119 0.783 0.360
H 5.8699 3.8476 -0.5794 0.308 0.118 -0.306 0.012
H 5.1082 2.3158 -0.6976 0.073 -0.444 -0.072 0.432
H 7.8649 0.7878 -1.2201 0.151 -0.945 -0.518 0.346
H 7.6744 1.2536 -2.9808 0.340 -0.228 0.181 0.266
H 6.3222 0.5449 -2.1320 -0.318 0.255 0.314 0.308
H 8.4508 2.6258 0.3104 0.083 0.306 -0.301 0.195
H 8.3875 2.6021 1.8760 -0.444 0.065 0.439 0.239
C 13.7364 4.8125 -4.2703 0.061 0.318 1.730 0.037
C 14.3057 4.8767 -2.8095 -0.427 -1.145 -0.969 -0.463
O 13.5071 5.6874 -1.9877 -0.049 1.306 0.213 -0.483
H 13.7368 5.8134 -4.7038 0.434 -0.040 -0.179 -0.246
H 12.6770 4.5635 -4.2028 0.077 -0.439 -0.114 -0.175
H 14.2997 4.0840 -4.8504 -0.155 0.119 -0.204 0.425
H 15.3569 5.1695 -2.8170 -0.015 0.203 -0.001 0.398
H 14.2391 3.9177 -2.2892 0.334 -0.483 -0.688 0.259
H 14.0935 6.3489 -1.6126 -0.304 0.175 0.165 0.288
```
Forces are in eV/Å.

***

No. 2
This record from the OMol25 dataset describes C26H20GeNSbSe4Tc as an isolated structure. The level of theory is wB97M-V/def2-TZVPD.

Calculated values
* orbital gap (spin up / spin down): 5.2434 / 5.2896 eV
* multiplicity: 1
* net charge: +1
* lowest unoccupied orbital energy (spin up / spin down): -0.23779 / -0.23622 Eh
* energy relative to the best compared isomer or geometry (same formula, charge and spin): 0.0 kcal/mol

Structure (XYZ):
```
54
Properties=species:S:1:pos:R:3:forces:R:3:mulliken_charge:R:1
Tc -1.0600 2.1673 0.8819 -0.574 0.709 0.318 -1.218
Se 2.6119 4.6231 0.4482 0.083 0.163 -0.099 -0.316
Sb 0.8791 4.6479 1.9964 0.171 -0.174 0.237 0.827
Se 0.2477 2.2275 2.8341 0.258 -0.004 0.179 -0.340
Se -1.6055 4.3066 0.5636 -0.038 -0.434 -0.055 -0.246
Se -0.2224 6.1173 3.4206 -0.110 0.192 0.059 -0.356
N -7.3768 -1.3982 1.7283 0.061 0.016 -0.008 -0.411
C -6.3582 -0.8859 1.5896 -0.066 -0.023 0.009 -0.136
C -5.0837 -0.2446 1.4138 0.027 0.022 0.029 0.526
C -4.5567 0.5312 2.4490 -0.031 -0.043 -0.038 -1.049
C -3.3389 1.1572 2.2734 0.027 -0.006 -0.044 -0.091
C -2.6288 0.9724 1.0741 -0.150 -0.109 -0.119 0.977
C -3.1637 0.1944 0.0424 -0.041 0.023 0.101 -0.127
C -4.3986 -0.4020 0.2096 -0.002 -0.011 0.018 -0.778
H -5.1098 0.6471 3.3708 0.005 -0.002 -0.004 0.494
H -2.9423 1.7810 3.0653 0.002 -0.003 0.022 0.543
H -2.6356 0.0603 -0.8858 0.093 -0.006 -0.087 0.650
H -4.8326 -0.9935 -0.5844 -0.005 -0.011 0.005 0.519
C 0.1357 1.7490 -0.3365 0.348 -0.089 -0.477 0.321
Ge 0.9881 -0.1473 -0.5960 0.044 0.016 0.028 1.060
C 2.3526 -0.1755 0.7711 -0.005 -0.049 -0.025 0.489
C 2.7350 -1.3914 1.3381 -0.017 0.009 0.045 -0.392
C 3.7914 -1.4404 2.2380 0.003 0.028 -0.007 -0.658
C 4.4710 -0.2777 2.5753 -0.023 0.007 -0.012 -0.521
C 4.0989 0.9352 2.0097 0.009 -0.009 0.025 -0.552
C 3.0447 0.9849 1.1111 0.036 -0.046 -0.051 -0.089
C -0.3599 -1.5090 -0.3867 0.042 -0.034 -0.012 0.723
C -1.1058 -1.9620 -1.4755 -0.051 -0.065 0.003 -0.514
C -2.0971 -2.9184 -1.2970 0.026 -0.005 0.021 -0.892
C -2.3501 -3.4284 -0.0294 0.013 0.004 -0.012 -0.600
C -1.6126 -2.9833 1.0606 -0.017 -0.012 -0.021 -0.778
C -0.6196 -2.0309 0.8815 -0.077 0.046 0.009 -0.383
C 1.7096 0.0560 -2.3842 -0.037 0.065 0.057 0.717
C 2.4197 1.2079 -2.7263 0.017 -0.029 -0.028 -0.396
C 3.0340 1.3145 -3.9644 -0.010 -0.015 -0.019 -0.736
C 2.9504 0.2663 -4.8727 -0.022 0.001 0.045 -0.497
C 2.2613 -0.8891 -4.5359 0.008 0.014 -0.012 -0.715
C 1.6433 -0.9951 -3.2969 -0.029 -0.078 -0.012 -0.452
H 0.7579 2.4947 -0.8440 0.008 -0.066 -0.128 0.486
H 2.2227 -2.3101 1.0745 0.009 0.016 -0.001 0.445
H 4.0883 -2.3879 2.6683 -0.002 0.008 0.000 0.417
H 5.2958 -0.3179 3.2750 -0.009 -0.001 -0.007 0.406
H 4.6325 1.8425 2.2653 -0.009 -0.010 -0.005 0.463
H 2.7751 1.9395 0.6709 0.018 -0.101 0.043 -0.049
H -0.9211 -1.5693 -2.4694 -0.052 0.008 0.047 0.512
H -2.6660 -3.2709 -2.1478 0.001 -0.004 0.004 0.435
H -3.1168 -4.1811 0.1076 0.012 0.026 -0.002 0.467
H -1.8055 -3.3837 2.0476 -0.002 -0.001 -0.012 0.446
H -0.0495 -1.6903 1.7395 -0.002 -0.002 -0.010 0.521
H 2.5272 2.0282 -2.0234 -0.015 0.000 0.007 0.190
H 3.5839 2.2112 -4.2187 -0.006 -0.011 0.003 0.431
H 3.4298 0.3479 -5.8390 0.002 0.004 0.002 0.394
H 2.2066 -1.7134 -5.2351 0.002 0.014 0.007 0.412
H 1.1235 -1.9139 -3.0460 0.081 0.061 -0.018 0.418
```
Forces are in eV/Å.